# C48H96O48

16 unconnected molecules or ions with the total composition C48H96O48 at a distorted geometry (ωB97M-V/def2-TZVPD, the OMol25 dataset).

The geometry in XYZ format:
```
192
Properties=species:S:1:pos:R:3:forces:R:3
C -1.013855 3.830567 1.196107 -0.80 -0.20 -0.33
O -1.298183 4.618015 2.349430 1.28 -0.31 0.50
C -2.408426 5.280696 2.453954 -2.98 0.71 -1.52
O -3.282172 5.403500 1.557019 2.30 -0.18 2.81
O -2.418286 5.793763 3.709697 -1.38 -0.08 -0.75
C -3.634248 6.440868 4.238488 1.46 -0.12 0.46
H 0.039579 3.557187 1.256477 -0.10 0.23 -0.14
H -1.297825 4.379837 0.298468 0.37 -0.18 -0.02
H -1.637300 2.937093 1.229411 0.10 -0.05 0.07
H -3.183242 6.921548 5.106618 -0.29 0.62 -0.23
H -4.336137 5.750168 4.705811 -0.04 -0.44 -0.75
H -4.099390 7.133745 3.537308 0.15 -0.23 0.03
C -2.934363 1.373778 -0.523585 0.64 -2.22 0.62
O -3.177233 2.683850 -0.817887 -0.17 2.90 -0.51
C -4.426644 3.182318 -0.820785 -1.50 -1.25 0.59
O -5.409037 2.551056 -0.421289 2.05 1.73 -1.00
O -4.491468 4.424477 -1.349075 -0.19 -1.10 0.72
C -3.325555 5.183766 -1.673430 0.21 0.43 0.02
H -3.496150 0.992217 0.329000 -0.58 -0.06 -0.42
H -1.897039 1.251809 -0.211854 0.24 0.46 -0.19
H -3.024943 0.780129 -1.433240 -0.45 -0.34 0.24
H -2.492777 4.585225 -2.042641 -0.28 -0.05 -0.27
H -2.953649 5.757411 -0.824481 -0.27 -0.31 0.36
H -3.689302 5.929597 -2.380214 0.21 -0.28 -0.29
C 0.618778 -2.632959 -3.171568 -1.44 -0.15 -1.88
O 1.315222 -3.014286 -2.015863 0.13 1.22 -0.18
C 1.959790 -4.163239 -1.941832 -1.03 -1.69 0.33
O 1.822075 -5.167147 -2.591164 -0.20 0.41 -1.06
O 2.664445 -4.132745 -0.841249 1.39 0.37 2.14
C 3.147936 -5.374710 -0.324531 1.24 -1.17 -0.32
H 1.153179 -2.709252 -4.118508 0.81 0.04 0.31
H 0.194163 -1.630458 -3.118639 0.67 0.14 0.77
H -0.276816 -3.205047 -3.413912 -0.03 -0.69 0.71
H 2.374773 -6.130591 -0.186826 -0.15 0.33 -0.11
H 3.787752 -5.322073 0.556366 -1.06 1.28 0.59
H 3.946834 -5.799934 -0.932016 -0.50 -0.08 -1.13
C 5.690619 1.470324 -2.378027 -0.26 -0.89 -0.58
O 5.858814 2.168271 -3.625352 -0.78 0.51 -0.85
C 7.072699 2.464712 -4.122456 2.43 -1.56 4.07
O 8.107410 2.027582 -3.630822 -0.99 0.05 -0.84
O 7.028083 3.386238 -5.011492 -1.25 1.89 -2.10
C 8.191092 4.035274 -5.524629 1.37 -0.19 -0.41
H 6.343192 0.599637 -2.313515 0.67 0.62 0.39
H 4.721264 0.972311 -2.398584 -0.34 0.39 -0.48
H 5.639681 2.158060 -1.533915 0.75 -0.01 -0.07
H 8.036868 5.092854 -5.738753 -0.76 -0.12 0.49
H 8.519082 3.630235 -6.481953 -0.46 -0.50 -0.03
H 9.076787 3.950417 -4.894999 -0.41 -0.18 0.48
C -5.458528 -2.694439 1.854027 1.19 0.26 -0.08
O -6.295394 -2.560684 0.696406 -0.56 0.54 0.11
C -5.988644 -1.706609 -0.297913 3.97 -0.27 -0.34
O -4.884435 -1.120792 -0.399369 -3.30 -1.01 0.41
O -6.902841 -1.856965 -1.246794 -0.20 -0.51 2.53
C -6.874161 -1.207650 -2.460710 -0.18 1.02 -1.68
H -4.484960 -3.125472 1.620623 -0.12 -0.47 -0.56
H -5.947986 -3.347357 2.576681 -0.26 0.27 -0.28
H -5.122045 -1.761801 2.306889 -0.78 0.38 -0.02
H -6.089222 -0.467283 -2.615104 0.33 -0.37 0.31
H -7.805208 -0.650641 -2.565527 -0.14 -0.17 -0.05
H -6.832500 -2.004028 -3.203774 0.12 0.34 -0.30
C -1.239489 -1.728540 0.813795 -0.35 0.63 1.54
O -0.498276 -1.070791 -0.163387 0.81 0.42 -1.16
C 0.493214 -0.215167 0.115481 -0.41 -0.04 1.47
O 1.080683 -0.007102 1.184792 -1.23 -0.68 -2.02
O 0.639944 0.438966 -1.021219 1.18 0.90 -0.18
C 1.570905 1.542936 -1.040037 0.10 0.30 0.07
H -0.726233 -2.643986 1.108128 -0.38 -0.07 0.12
H -2.270436 -1.846710 0.480203 0.26 -0.51 -0.57
H -1.360496 -1.008078 1.622751 0.24 -0.43 0.70
H 1.007124 2.465862 -1.175905 -0.05 -0.08 -0.21
H 2.264152 1.393253 -1.867752 -0.16 -0.04 -0.06
H 2.142619 1.667430 -0.120396 -0.19 -0.40 0.06
C -3.878784 1.910304 4.283864 0.53 -1.29 0.02
O -2.571576 1.470523 4.803233 -0.48 2.10 0.57
C -2.127217 0.244956 4.649682 -2.22 -1.80 -2.95
O -2.626605 -0.536977 3.817367 1.31 1.17 1.74
O -1.133173 0.034051 5.460513 0.38 1.39 0.96
C -0.495854 -1.196730 5.608356 0.32 -1.95 -0.33
H -4.114293 2.918613 4.624405 0.61 -0.17 0.27
H -4.602220 1.205185 4.693185 -0.17 0.17 -0.23
H -3.921336 1.893695 3.194815 0.21 -0.18 0.05
H -1.209956 -2.013530 5.713190 -0.21 0.10 -0.12
H 0.112493 -1.222962 6.512422 -0.10 0.62 -0.09
H 0.150572 -1.437316 4.764352 -0.06 0.22 0.02
C -3.367728 -2.209451 -3.010899 1.16 -0.68 1.35
O -2.646998 -1.935585 -4.202967 -0.74 1.32 -0.82
C -3.269257 -1.059232 -5.030835 -2.12 -1.57 0.56
O -4.416357 -0.643925 -4.876350 2.04 -0.10 -0.36
O -2.501823 -0.949636 -6.089364 -0.13 0.66 -0.99
C -3.133429 -0.526181 -7.318536 0.66 -0.10 -0.68
H -4.086816 -1.441205 -2.726643 0.25 -0.24 -0.16
H -2.557529 -2.336241 -2.292843 -0.25 0.58 0.49
H -3.748617 -3.230420 -2.985452 -0.57 0.23 -0.72
H -3.825845 -1.263845 -7.724143 -0.27 -0.13 0.64
H -2.313849 -0.519078 -8.037105 0.03 0.35 0.20
H -3.610212 0.453174 -7.277981 0.10 -0.11 0.37
C 7.587436 -4.565235 0.396804 -0.94 -0.79 -0.82
O 6.993434 -3.281770 0.151393 1.05 1.20 -0.20
C 5.837084 -2.977429 0.704592 -1.26 -0.46 2.09
O 5.223975 -3.763510 1.446829 0.77 2.46 -1.63
O 5.541431 -1.655366 0.389534 0.40 -1.29 0.06
C 4.440191 -0.970174 1.015971 -0.80 -0.99 0.29
H 7.108609 -5.160005 -0.381066 -0.06 -0.79 0.51
H 7.426908 -4.940375 1.407546 -0.30 0.16 -0.18
H 8.647541 -4.641437 0.154969 -0.02 1.09 0.09
H 4.488934 0.115200 0.928307 1.00 -0.14 -0.02
H 4.365041 -1.287736 2.055981 0.09 0.23 0.06
H 3.478352 -1.189378 0.552373 0.12 -0.53 -0.27
C 4.137034 5.197511 -1.604355 -1.01 0.19 -0.69
O 4.880403 4.650525 -0.596628 2.03 -1.57 2.86
C 4.320152 4.010980 0.452796 -0.56 0.13 0.36
O 3.124505 3.872303 0.657349 1.16 0.10 -0.37
O 5.311899 3.572528 1.242831 0.31 0.99 -1.71
C 5.053489 2.884254 2.448102 0.12 -0.52 -0.12
H 4.870326 5.584936 -2.311659 -0.30 0.08 -0.07
H 3.526682 5.992604 -1.176119 -0.34 0.03 -0.50
H 3.571954 4.373984 -2.040920 -0.52 0.44 -0.42
H 6.003698 2.440586 2.745372 -0.05 0.18 -0.04
H 4.388204 2.048136 2.232687 -0.16 0.47 0.48
H 4.747141 3.601772 3.209300 -0.44 -0.38 0.03
C 0.361511 -7.235558 3.858656 0.33 -0.25 0.18
O 0.954852 -6.157023 3.077266 -1.04 -1.72 -0.75
C 0.943822 -4.933543 3.522743 1.09 2.72 -0.10
O 0.691883 -4.515836 4.613043 -0.80 -0.37 1.15
O 1.392631 -4.107538 2.548444 -0.26 -0.87 -1.76
C 1.596322 -2.708735 2.713531 0.80 0.56 1.71
H 1.171930 -7.647366 4.460107 -0.35 0.16 0.38
H -0.001163 -8.057292 3.241145 0.53 0.39 -0.87
H -0.549061 -7.008917 4.413264 0.49 0.88 0.34
H 0.715435 -2.098904 2.914140 -0.29 -0.54 -0.10
H 2.136256 -2.202745 1.913183 -0.42 -1.06 -0.69
H 2.284547 -2.565994 3.546631 -0.19 -0.01 0.43
C -5.136536 -1.217411 6.489334 0.19 -0.07 0.01
O -5.240717 -2.663477 6.486077 -0.20 -0.83 0.12
C -4.582713 -3.577443 5.735295 0.13 -1.03 -0.94
O -4.660009 -4.806164 5.871384 0.30 3.66 -0.09
O -3.913160 -2.910430 4.747992 -0.91 -0.01 1.04
C -2.870887 -3.504590 4.025432 1.48 -0.95 0.02
H -4.154620 -0.850773 6.788537 0.13 -0.43 0.27
H -5.888937 -0.923116 7.221038 0.21 -0.04 0.02
H -5.349000 -0.668875 5.571695 -0.23 -0.82 -0.46
H -2.365448 -2.710255 3.476195 -0.50 -0.10 -0.20
H -3.133155 -4.368256 3.414372 -0.60 0.25 -0.22
H -2.098888 -3.902398 4.684110 -0.03 -0.01 0.42
C -5.433124 -5.136733 -1.528385 -0.58 0.63 -0.52
O -4.438839 -6.079484 -1.097846 1.13 0.33 0.13
C -3.179673 -5.612171 -0.954661 1.07 2.48 1.46
O -2.800693 -4.433600 -1.117880 -1.05 -3.35 0.01
O -2.383259 -6.561488 -0.357956 -4.25 -0.28 -2.25
C -1.098816 -6.257873 -0.104448 3.26 0.63 1.77
H -5.108253 -4.096375 -1.513994 0.48 -0.27 0.03
H -6.336607 -5.147610 -0.918714 0.35 -0.58 0.46
H -5.762522 -5.384873 -2.537355 0.30 -0.11 -0.07
H -1.022902 -5.340403 0.479152 0.16 0.31 -0.27
H -0.367502 -6.262700 -0.912704 -0.54 0.35 -0.65
H -0.705053 -7.029075 0.557594 -0.27 -0.22 0.13
C 2.112372 1.603978 3.527556 0.51 0.40 1.26
O 2.354889 0.455209 4.377222 0.67 -1.05 -0.42
C 3.638166 0.087814 4.534469 0.80 0.13 1.74
O 4.624325 0.770526 4.321467 -1.14 -0.94 -0.43
O 3.677385 -1.119732 5.199942 -1.18 0.65 -0.14
C 4.906927 -1.834706 5.236149 1.00 0.06 -1.48
H 2.576106 2.451259 4.032685 0.18 0.15 -0.27
H 1.039199 1.785371 3.586646 0.11 -0.40 -0.54
H 2.555669 1.458504 2.542449 -0.63 -0.01 0.12
H 5.130746 -2.011040 4.184043 0.77 0.23 -0.06
H 4.901230 -2.859794 5.606644 -1.25 0.29 0.62
H 5.718128 -1.321029 5.752082 -0.20 0.33 -0.18
C -0.440156 3.772089 -8.256590 0.47 0.10 -1.31
O -0.475515 3.179347 -6.982058 -0.26 0.94 0.09
C -0.340951 1.897714 -6.759621 0.90 -2.91 0.34
O -0.277746 0.945458 -7.540557 -0.22 2.33 1.15
O -0.220765 1.800571 -5.404061 -0.66 0.34 -1.34
C 0.188287 0.584005 -4.794621 -0.06 0.00 0.37
H 0.557802 3.795164 -8.694367 0.38 -0.22 0.43
H -0.718391 4.819305 -8.138183 -0.38 -0.29 0.10
H -1.019049 3.259092 -9.024581 -0.51 -0.02 0.40
H -0.340708 0.565673 -3.841769 0.23 0.02 0.12
H 1.260713 0.705721 -4.642334 0.03 -0.53 0.14
H -0.077507 -0.336036 -5.315184 0.11 0.32 -0.44
C 1.421442 5.517484 -4.346652 0.92 -0.80 0.61
O 1.499714 6.321634 -3.157935 -1.46 1.01 1.21
C 0.807317 5.955569 -2.051761 -1.26 -1.11 0.32
O 0.342972 4.828775 -1.833051 1.09 2.53 -0.48
O 0.645616 7.053949 -1.234776 0.74 -1.15 -0.66
C -0.044565 6.846188 0.012944 -0.39 -0.74 0.32
H 0.461041 5.087534 -4.631014 -0.24 0.26 0.60
H 2.113158 4.717772 -4.081903 -0.04 -0.39 -0.94
H 1.785312 6.135313 -5.167613 0.12 -0.03 0.28
H -1.120118 6.902135 -0.154843 0.01 0.07 -0.07
H 0.226088 7.562857 0.788337 0.34 0.47 -0.70
H 0.161332 5.879816 0.473205 0.25 -0.03 -0.50
```
Positions in Å, forces in eV/Å.

Properties
- Total charge: 0
- DFT total energy: -149607.0911 eV
- 2S+1: 1
- Orbital gap: 10.654 eV
- ΔE to the lowest compared entry with this formula, charge and spin: 4.762 eV

# C4H11NO

2 unconnected molecules or ions with the total composition C4H11NO at a distorted geometry (ωB97M-V/def2-TZVPD, the OMol25 dataset).

The geometry in XYZ format:
```
17
Properties=species:S:1:pos:R:3:forces:R:3
C 0.681582 1.392652 -0.349767 -0.70 0.06 -0.94
O 1.799187 -1.392275 -1.409609 -0.46 0.16 0.46
C -0.236039 0.846598 0.811439 0.14 -1.41 0.01
C -1.079855 -0.366069 0.327120 0.59 1.71 -0.41
C -0.355791 -1.612128 0.000793 -1.07 -0.14 0.30
N -1.173700 1.815090 1.064085 -0.16 0.63 0.64
H 1.235920 2.300585 -0.177036 0.49 -0.01 0.71
H -0.034212 1.700100 -1.098110 -0.31 0.04 -0.43
H 1.243808 0.595708 -0.831557 0.37 -0.08 0.47
H 0.417984 0.600338 1.667512 0.08 0.06 0.02
H -1.862773 -0.566560 1.072449 -0.12 0.09 0.26
H -1.612499 0.162019 -0.470454 -0.25 -0.73 -0.46
H 0.183955 -1.955385 0.868869 0.39 -0.46 0.31
H 0.655148 -1.542260 -0.732259 1.04 0.47 -0.96
H -1.032316 -2.360601 -0.426137 0.31 -0.09 0.19
H -0.739718 2.598394 1.580731 -0.06 -0.19 -0.21
H 1.909319 -2.216208 -1.898068 -0.29 -0.12 0.06
```
Positions in Å, forces in eV/Å.

Properties
- Total charge: 0
- DFT total energy: -7856.5270 eV
- 2S+1: 1
- Orbital gap: 3.778 eV
- ΔE to the lowest compared entry with this formula, charge and spin: 8.027 eV

# C6H15NO

2 unconnected molecules or ions with the total composition C6H15NO at a distorted geometry (ωB97M-V/def2-TZVPD, the OMol25 dataset).

The geometry in XYZ format:
```
23
Properties=species:S:1:pos:R:3:forces:R:3
C -0.582120 1.709945 0.701720 0.19 0.03 -0.09
C 2.343066 0.083769 -1.216531 0.02 0.00 0.04
C -0.121138 -0.419738 -1.517089 -0.64 -0.87 0.29
C 0.566086 0.724342 0.483847 -0.47 -0.62 0.87
C 0.912956 0.348731 -0.876845 0.58 0.47 -0.28
O 1.667969 1.026373 1.332240 -0.12 0.05 -0.12
H 1.796766 1.981422 1.348630 -0.02 -0.05 -0.03
H -1.434904 1.487022 0.062013 0.03 -0.01 -0.02
H -0.251204 2.726582 0.469501 -0.02 0.01 0.00
H -0.909126 1.684167 1.743494 0.03 -0.01 -0.03
H 2.471871 -0.054669 -2.291280 -0.02 0.01 0.03
H 2.706722 -0.829245 -0.718065 -0.03 0.04 -0.03
H 2.996520 0.889644 -0.879339 -0.03 -0.03 -0.03
H -1.105455 0.055479 -1.600635 0.11 0.12 -0.10
H 0.154120 -0.886193 -2.461430 0.00 0.03 0.03
H -0.360929 -1.232151 -0.691398 0.21 0.38 -0.87
C -1.168325 -1.734281 0.945437 -0.66 -0.47 0.49
N -2.483456 -1.249889 0.770755 0.24 0.03 -0.07
H -2.660512 -0.356211 1.205535 0.02 -0.03 0.00
H -2.808409 -1.239719 -0.186721 0.03 -0.03 0.05
H -1.022322 -2.734429 0.549412 0.04 0.05 -0.12
H -0.833311 -1.668989 1.975023 0.03 0.08 0.00
H 0.125136 -0.311961 0.851727 0.48 0.84 -0.02
```
Positions in Å, forces in eV/Å.

Properties
- Total charge: 0
- DFT total energy: -9998.9154 eV
- 2S+1: 1
- Orbital gap (alpha / beta): 7.604 / 7.367 eV
- ΔE to the lowest compared entry with this formula, charge and spin: 4.842 eV